(1)
The following is a quantum chemistry calculation of a gas-phase ion, C12H12NO2 (charge +1), from the OMol25 dataset.

Output
- SMILES string = O=C=C1C(=O)CC[N@@H+]1Cc1ccccc1
- largest force on an atom (hartree/bohr) = 0.099
- molar mass (g mol⁻¹) = 202.23
- total energy (a.u.) = -669.331250
- highest occupied orbital energy (Ha) = -0.4837

ORCA input file:
```
! wB97M-V def2-TZVPD RIJCOSX def2/J DEFGRID3
* xyz 1 1
C -1.129 -3.505 1.820
C 1.843 1.396 -2.355
C 0.564 0.995 -2.541
C 2.587 0.916 -1.337
C 0.038 0.029 -1.741
C 2.107 -0.104 -0.528
C 0.809 -0.503 -0.771
C -1.094 -2.245 2.021
C -2.504 -1.388 2.929
C -2.074 0.032 2.699
C -1.410 -0.078 1.363
C 0.239 -1.571 0.104
N -0.400 -1.148 1.426
O -1.231 -4.604 1.633
O -3.511 -1.918 3.203
H 2.227 2.103 -3.010
H -0.047 1.382 -3.282
H 3.604 1.213 -1.100
H -0.968 -0.153 -1.985
H 2.775 -0.462 0.200
H -3.048 0.622 2.850
H -1.411 0.169 3.596
H -2.336 -0.307 0.664
H -0.875 0.851 0.966
H -0.514 -2.075 -0.506
H 1.042 -2.361 0.299
H 0.349 -0.763 2.088
*
```

(2)
The following is a quantum chemistry calculation of a molecular structure, C4H5OTm, from the OMol25 dataset.

Output
- largest force on an atom (hartree/bohr) = 0.094
- molar mass (g mol⁻¹) = 238.02
- total energy (a.u.) = -1314.392340
- highest occupied orbital energy (spin up / spin down) (Ha) = -0.8324 / -0.8584

ORCA input file:
```
! wB97M-V def2-TZVPD RIJCOSX def2/J DEFGRID3
* xyz 3 4
C -1.903 0.397 1.718
C -1.042 0.932 0.890
C -0.372 1.272 -0.227
C 1.129 1.312 -0.003
O 1.445 0.180 -0.670
Tm 1.714 -1.996 -0.813
H -2.166 0.907 2.649
H -2.422 -0.533 1.467
H -0.817 1.394 -1.215
H 1.572 2.218 -0.435
H 1.081 1.266 1.194
*
```

(3)
The following is a quantum chemistry calculation of 2 unconnected molecules or ions with the total composition CN2O3, from the OMol25 dataset.

Output
- SMILES string = N#[N+][O-].O=C=O
- largest force on an atom (hartree/bohr) = 0.108
- molar mass (g mol⁻¹) = 88.02
- total energy (a.u.) = -373.302149
- highest occupied orbital energy (Ha) = -0.4441

ORCA input file:
```
! wB97M-V def2-TZVPD RIJCOSX def2/J DEFGRID3
* xyz 0 1
C 0.863 -0.678 2.157
N -1.680 1.039 -1.628
N -0.845 0.597 -2.173
O -0.029 0.244 -2.870
O 0.753 -1.560 2.963
O 0.939 0.358 1.553
*
```